(1)
A structure of composition C20H46AlF3N5O6S. Source: the OMol25 dataset; level of theory: the ωB97M-V functional and the def2-TZVPD basis.

Summary:
Frontier orbital gap in hartree: 0.263
E_LUMO in eV: 2.15
Energy above the lowest of the compared OMol25 structures with the same formula, charge and spin in kcal per mole: 0.00
Calculated total energy in Eh: -2455.1871

ORCA input file:
```
! wB97M-V def2-TZVPD RIJCOSX def2/J DEFGRID3
* xyz -1 1
C -6.598 1.377 -2.958
O -5.265 1.558 -2.549
C -5.050 2.312 -1.375
C -4.347 1.492 -0.304
C -2.816 1.274 -0.439
Al -1.861 1.982 -2.060
S -0.865 3.961 -1.505
C -0.317 0.620 -2.423
F -0.650 -0.724 -2.248
F 0.219 0.654 -3.701
F 0.799 0.771 -1.605
H -7.273 2.134 -2.559
H -6.920 0.370 -2.707
H -6.624 1.459 -4.046
H -4.474 3.212 -1.615
H -6.007 2.658 -0.971
H -4.880 0.543 -0.257
H -4.544 1.990 0.648
H -2.615 0.208 -0.344
H -2.352 1.746 0.429
H -2.673 2.086 -3.429
H -0.300 4.319 -2.661
C 3.808 0.390 2.664
O 4.099 0.688 3.814
N 2.589 0.027 2.254
C 2.296 -0.304 0.866
C 1.514 -0.021 3.229
H 4.551 0.400 1.848
H 1.530 0.358 0.473
H 1.944 -1.335 0.791
H 3.194 -0.198 0.262
H 1.372 0.957 3.688
H 1.749 -0.735 4.020
H 0.596 -0.318 2.729
C -5.696 -2.740 -3.683
O -6.215 -1.828 -3.074
N -4.369 -2.927 -3.786
C -3.810 -4.056 -4.492
C -3.463 -1.960 -3.166
H -6.285 -3.516 -4.208
H -3.200 -4.666 -3.821
H -3.182 -3.720 -5.320
H -4.613 -4.674 -4.892
H -3.665 -1.894 -2.097
H -3.603 -0.966 -3.590
H -2.435 -2.276 -3.321
C 3.179 6.139 -1.049
O 2.037 6.522 -0.923
N 3.648 4.949 -0.622
C 5.032 4.571 -0.794
C 2.736 4.015 0.031
H 3.960 6.752 -1.539
H 5.111 3.666 -1.400
H 5.504 4.385 0.174
H 5.572 5.373 -1.296
H 1.920 3.740 -0.638
H 2.301 4.475 0.918
H 3.291 3.124 0.317
C 6.315 -2.465 2.241
O 6.491 -3.115 1.229
N 7.304 -1.928 2.980
C 7.042 -1.164 4.184
C 8.674 -2.129 2.544
H 5.311 -2.256 2.648
H 7.429 -0.149 4.087
H 7.515 -1.642 5.045
H 5.970 -1.103 4.357
H 8.821 -1.715 1.546
H 8.909 -3.193 2.503
H 9.345 -1.636 3.243
C -3.861 -1.763 2.618
O -3.700 -0.718 2.033
N -3.147 -2.882 2.358
C -3.359 -4.121 3.068
C -2.138 -2.811 1.312
H -4.613 -1.901 3.417
H -2.448 -4.432 3.586
H -3.657 -4.916 2.380
H -4.148 -3.988 3.805
H -1.392 -2.053 1.552
H -2.592 -2.535 0.360
H -1.654 -3.780 1.217
*
```

---

(2)
A structure of composition C4H7N2 in a non-equilibrium geometry. Source: the OMol25 dataset; level of theory: the ωB97M-V functional and the def2-TZVPD basis.

Summary:
Frontier orbital gap in hartree: 0.369
E_LUMO in eV: -5.69
Energy above the lowest of the compared OMol25 structures with the same formula, charge and spin in kcal per mole: 140.76
Calculated total energy in Eh: -265.6842

ORCA input file:
```
! wB97M-V def2-TZVPD RIJCOSX def2/J DEFGRID3
* xyz 1 1
C -1.321 -0.437 -0.558
C 0.323 1.226 -0.088
C -0.929 0.575 0.398
C -0.166 -0.733 0.367
N 2.171 -0.317 -0.171
N 0.954 -0.115 -0.083
H -2.221 -0.945 -0.238
H -1.057 -0.439 -1.673
H 0.268 1.675 -1.057
H 0.897 2.040 0.400
H -1.406 0.563 1.382
H 0.037 -1.779 1.260
H 2.450 -1.316 0.062
*
```

---

Q: Look up the energy above the lowest of the compared OMol25 structures with the same formula, charge and spin of the second one.
A: 140.76 kcal per mole